C19H44B3ClN2O12S | wB97M-V/def2-TZVPD

```
82
Properties=species:S:1:pos:R:3:forces:R:3
N -2.247 -3.929 -0.813 -1.464 1.396 -1.529
B -3.615 -3.334 -1.228 1.110 -0.455 -0.257
O -3.529 -2.431 -2.431 -2.970 1.746 4.087
B -4.480 -1.330 -2.074 -0.600 -1.291 -1.556
Cl -4.000 0.442 -1.777 -0.696 -2.372 -0.571
O -5.905 -1.708 -1.985 3.698 -1.127 3.273
B -5.944 -2.667 -0.826 -0.553 -0.234 -0.886
N -7.270 -2.634 -0.027 -4.357 -5.181 -6.186
C -8.185 -3.335 -0.819 3.175 2.245 1.009
S -9.190 -4.123 -1.988 3.144 2.588 4.155
O -4.857 -3.600 -0.473 0.249 3.574 -2.719
H -1.902 -4.408 -1.688 -0.244 0.600 1.211
H -1.640 -3.059 -0.746 -0.655 -1.392 -0.104
C -3.642 5.164 -6.810 -0.201 0.017 0.355
O -4.795 4.649 -6.169 0.020 -0.079 -0.469
C -6.010 5.057 -6.799 0.033 -0.469 0.415
C -7.060 3.945 -6.721 0.042 0.114 -0.317
O -6.809 2.838 -7.600 0.312 0.103 0.455
C -5.697 1.997 -7.260 -0.254 -0.202 -0.033
C -5.914 1.149 -6.002 0.190 0.591 0.010
O -5.834 1.957 -4.828 -0.424 -0.079 -0.128
C -6.728 1.539 -3.810 0.252 0.207 -0.109
H -3.563 6.242 -6.628 0.124 0.025 -0.165
H -2.765 4.667 -6.391 -0.132 0.042 0.077
H -3.667 4.964 -7.883 -0.001 0.072 -0.110
H -5.840 5.321 -7.850 0.021 -0.069 0.060
H -6.373 5.941 -6.266 -0.214 0.092 -0.126
H -8.016 4.366 -7.052 0.153 -0.045 -0.133
H -7.216 3.606 -5.697 0.277 0.044 0.038
H -4.772 2.573 -7.208 -0.070 0.008 0.285
H -5.582 1.313 -8.108 -0.183 0.043 0.103
H -5.128 0.390 -5.932 0.000 -0.187 -0.205
H -6.889 0.646 -6.072 0.086 0.098 0.029
H -7.749 1.450 -4.196 -0.014 -0.105 -0.004
H -6.730 2.300 -3.023 0.140 -0.124 -0.131
H -6.399 0.588 -3.386 -0.226 -0.096 0.088
C 2.637 -0.961 3.053 -0.332 0.032 0.012
O 1.657 -0.262 2.307 0.376 0.212 -0.122
C 1.738 1.154 2.473 -0.318 -0.319 -0.462
C 1.370 1.873 1.172 0.298 0.107 0.150
O 2.377 1.792 0.152 -0.308 -0.447 0.132
C 2.565 0.505 -0.454 -0.044 0.216 -0.228
C 1.404 0.058 -1.349 0.075 -0.072 0.598
O 0.278 -0.328 -0.560 -0.075 0.385 -0.187
C -0.960 0.006 -1.165 0.370 -0.242 0.417
H 2.401 -0.910 4.121 0.228 -0.039 0.040
H 2.631 -2.005 2.735 -0.123 0.093 0.015
H 3.635 -0.554 2.869 0.085 0.039 0.114
H 2.745 1.459 2.783 -0.042 -0.057 -0.059
H 1.027 1.431 3.258 0.024 0.265 0.053
H 1.272 2.941 1.398 0.184 -0.092 -0.017
H 0.400 1.553 0.792 0.062 -0.253 0.095
H 2.815 -0.248 0.294 -0.292 -0.046 -0.007
H 3.453 0.611 -1.088 -0.170 0.132 -0.001
H 1.708 -0.814 -1.935 0.198 0.062 -0.173
H 1.144 0.876 -2.035 -0.009 -0.071 0.117
H -0.984 1.063 -1.450 -0.048 -0.022 -0.104
H -1.755 -0.163 -0.432 0.299 -0.056 -0.057
H -1.137 -0.626 -2.037 -0.166 0.066 -0.207
C 7.710 -0.097 8.535 0.033 -0.396 0.053
O 7.345 -1.309 7.900 -0.220 0.382 -0.189
C 5.930 -1.484 7.809 0.422 -0.335 -0.327
C 5.556 -2.204 6.510 -0.180 0.280 0.057
O 5.675 -1.390 5.333 0.408 -0.180 0.266
C 7.009 -1.057 4.924 -0.123 -0.132 -0.267
C 7.810 -2.242 4.372 -0.042 0.156 0.588
O 8.209 -3.116 5.428 -0.384 -0.189 -0.233
C 8.209 -4.481 5.043 0.082 0.267 0.296
H 7.486 -0.153 9.605 -0.002 0.206 0.015
H 8.783 0.051 8.402 -0.078 -0.139 0.022
H 7.191 0.754 8.086 -0.085 0.092 0.040
H 5.409 -0.519 7.851 0.070 -0.038 -0.044
H 5.621 -2.091 8.666 -0.266 -0.018 -0.003
H 4.496 -2.472 6.572 0.058 0.192 -0.032
H 6.100 -3.141 6.396 0.216 0.133 0.121
H 7.545 -0.538 5.719 0.088 -0.272 0.054
H 6.889 -0.330 4.112 -0.099 -0.184 0.012
H 8.720 -1.875 3.889 -0.061 0.149 -0.214
H 7.200 -2.772 3.628 0.042 0.031 0.120
H 7.249 -4.763 4.597 0.033 -0.017 -0.106
H 8.356 -5.089 5.941 0.062 0.192 -0.108
H 9.024 -4.675 4.343 -0.007 -0.173 -0.151
```
Forces are in eV/Å.

## Properties
Total charge: 0
Structure (SMILES): NB1OB(Cl)OB(N=C=S)O1.COCCOCCOC.COCCOCCOC.COCCOCCOC
Lowest unoccupied orbital energy: -0.86 eV
2S+1: 1
E_tot: -73353.7790 eV



C27H44BIrN2P2S5 | wB97M-V/def2-TZVPD

```
82
Properties=species:S:1:pos:R:3:forces:R:3
Ir 0.460 -0.516 -0.478 1.613 -0.359 0.502
C -2.339 -1.929 -2.297 -0.025 0.006 0.009
C -2.230 -2.823 -1.051 0.291 -0.086 -0.198
C -1.473 -4.107 -1.427 -0.103 -0.050 0.102
C -3.656 -3.206 -0.638 -0.068 0.033 -0.016
P -1.257 -1.831 0.220 -0.731 0.286 0.252
C -2.609 -0.702 0.886 -0.092 -0.170 -0.016
N -2.361 0.551 0.240 -0.140 0.110 -0.170
B -1.139 0.760 -0.478 -0.402 -0.022 -0.108
N -1.153 2.152 -0.830 0.118 -0.083 -0.163
C 0.091 2.762 -1.220 -0.019 0.050 0.052
P 1.403 1.706 -0.403 -0.465 0.519 -0.125
C 2.908 2.099 -1.469 0.180 -0.286 0.208
C 2.964 3.566 -1.906 -0.027 0.051 -0.011
C 4.209 1.726 -0.744 -0.011 0.082 0.029
C 2.809 1.227 -2.724 -0.031 0.007 -0.051
C 1.555 2.471 1.306 0.059 -0.098 0.078
C 0.153 2.566 1.927 -0.023 0.022 -0.039
C 2.165 3.872 1.288 -0.012 0.056 0.057
C 2.390 1.568 2.223 0.060 -0.004 -0.071
C -2.309 2.743 -0.336 0.046 0.011 -0.014
C -2.757 4.049 -0.388 -0.051 0.013 0.025
C -3.962 4.358 0.244 0.015 -0.005 -0.015
C -4.698 3.381 0.903 0.022 -0.019 0.009
C -4.256 2.059 0.953 -0.024 0.033 -0.025
C -3.063 1.745 0.329 0.106 -0.021 0.065
C -0.841 -2.855 1.740 0.249 -0.122 -0.205
C 0.299 -3.828 1.400 -0.050 -0.009 -0.012
C -0.364 -1.880 2.835 -0.010 0.006 0.003
C -2.020 -3.659 2.286 -0.089 0.003 -0.018
H -2.925 -2.461 -3.052 0.010 0.014 0.007
H -1.361 -1.698 -2.714 -0.129 -0.029 -0.046
H -2.842 -0.984 -2.078 -0.017 -0.024 0.028
H -1.889 -4.504 -2.357 -0.011 0.022 0.014
H -1.589 -4.877 -0.662 -0.031 0.009 -0.015
H -0.413 -3.930 -1.586 0.038 -0.020 -0.026
H -4.020 -3.951 -1.351 -0.007 0.022 0.000
H -4.339 -2.357 -0.689 0.010 -0.014 -0.012
H -3.728 -3.643 0.353 0.007 -0.044 0.055
H -2.517 -0.642 1.975 0.021 0.108 0.024
H -3.610 -1.079 0.667 0.081 -0.079 0.030
H 0.143 3.813 -0.925 0.040 -0.021 0.068
H 0.253 2.706 -2.299 -0.049 0.062 -0.021
H 3.107 4.254 -1.078 0.009 0.009 0.012
H 2.074 3.869 -2.457 0.035 -0.001 -0.020
H 3.817 3.683 -2.580 -0.007 -0.007 0.007
H 4.431 2.404 0.081 -0.001 -0.006 -0.027
H 5.037 1.786 -1.455 -0.018 0.032 0.000
H 4.175 0.709 -0.354 0.014 0.015 -0.038
H 1.927 1.457 -3.326 -0.014 -0.019 0.029
H 2.775 0.168 -2.476 0.043 -0.025 0.009
H 3.694 1.408 -3.340 -0.031 0.027 -0.012
H -0.448 3.360 1.484 -0.008 -0.023 -0.023
H 0.273 2.792 2.990 -0.009 0.045 -0.017
H -0.402 1.629 1.846 0.030 -0.013 0.023
H 1.640 4.545 0.608 -0.003 0.003 0.018
H 3.222 3.862 1.027 -0.012 0.002 0.004
H 2.079 4.293 2.293 0.011 0.006 -0.011
H 1.928 0.587 2.333 -0.019 0.000 0.016
H 2.433 2.028 3.214 0.012 0.008 -0.021
H 3.411 1.424 1.871 -0.035 -0.005 0.001
H -2.193 4.813 -0.910 0.006 -0.011 0.019
H -4.329 5.376 0.217 0.003 -0.011 0.004
H -5.627 3.650 1.389 0.003 -0.006 -0.017
H -4.831 1.300 1.471 0.012 0.007 0.000
H 1.166 -3.305 1.006 0.033 0.026 0.013
H -0.009 -4.578 0.674 0.017 0.003 0.042
H 0.602 -4.350 2.312 -0.012 0.014 -0.004
H 0.157 -1.014 2.425 0.047 -0.012 -0.032
H 0.335 -2.400 3.494 -0.057 -0.007 0.027
H -1.199 -1.526 3.443 0.017 0.023 -0.012
H -2.282 -4.492 1.634 -0.013 -0.005 -0.012
H -2.908 -3.044 2.449 0.014 -0.012 0.012
H -1.730 -4.082 3.252 0.001 0.012 -0.007
S 5.762 -5.354 -2.147 0.020 -0.021 0.000
C 4.611 -4.257 -1.774 -0.027 0.041 0.026
S 3.199 -3.981 -2.739 -0.079 -0.032 -0.050
C 2.496 -2.706 -1.768 0.187 -0.067 0.226
C 3.182 -2.375 -0.631 -0.079 -0.074 -0.245
S 2.598 -1.206 0.465 -0.185 -0.015 -0.213
S 4.669 -3.246 -0.363 0.072 0.021 0.052
S 1.078 -1.898 -2.258 -0.327 0.117 -0.019
```
Forces are in eV/Å.

## Properties
Total charge: 0
Lowest unoccupied orbital energy (alpha / beta): -1.20 / -1.45 eV
2S+1: 1
Energy relative to the best compared isomer or geometry (same formula, charge and spin): 10.1 kcal per mole
E_tot: -107967.4616 eV



C9H29FeO18P2Pd | wB97M-V/def2-TZVPD

```
60
Properties=species:S:1:pos:R:3:forces:R:3
Fe 2.146 -1.043 -1.483 2.145 4.360 -2.804
Pd 2.150 2.112 -0.600 0.820 0.377 -0.248
O 1.105 0.083 -0.336 -1.264 -2.720 0.643
H 0.405 -0.583 -0.193 -0.433 0.693 0.269
P 1.119 -1.977 -3.680 -2.808 -0.485 -7.806
O 1.029 -2.411 -2.216 0.359 -1.694 4.105
O 2.094 -0.786 -3.569 0.904 -0.444 1.428
O -0.243 -1.436 -4.152 -0.997 0.679 1.392
O 1.363 -3.089 -4.730 1.550 0.428 2.129
P 4.676 1.320 -1.539 2.531 -7.811 -4.202
O 5.593 0.184 -0.897 -0.884 2.716 -0.597
O 4.864 1.724 -2.971 2.013 0.606 -0.634
O 4.159 2.409 -0.765 -0.415 6.175 5.073
O 3.259 0.545 -1.706 -2.117 -3.661 1.050
C 0.371 3.974 0.865 -2.363 -0.681 -0.509
C 0.689 4.809 -0.399 0.817 -1.151 2.579
O 2.048 4.468 -0.642 -0.898 1.245 -0.592
O 0.213 2.612 0.485 0.554 0.570 -0.891
H -0.644 4.240 1.160 -0.177 0.757 0.507
H 1.046 4.104 1.711 0.393 0.104 -0.268
H 0.631 5.856 -0.101 -0.295 0.339 -0.191
H -0.059 4.535 -1.143 0.350 -0.014 -0.440
H 2.327 5.009 -1.385 0.589 -0.442 -0.344
H -0.329 2.044 1.038 -0.127 0.478 0.532
C -1.362 0.162 2.598 -1.246 0.624 0.107
C -2.502 -0.592 1.891 0.780 -0.807 -0.724
O -2.210 -1.958 1.941 -0.485 -1.120 1.249
O -1.526 1.545 2.333 0.160 1.121 -0.350
H -0.366 -0.141 2.277 -0.174 -0.094 -0.329
H -1.401 0.138 3.687 -0.040 -1.069 0.167
H -2.609 -0.387 0.826 0.518 1.022 -0.079
H -3.513 -0.419 2.259 0.075 0.214 0.744
H -1.793 -2.216 1.116 0.533 0.059 -0.335
H -2.120 1.926 2.983 0.046 -0.025 -0.152
C -1.738 0.701 -1.944 0.206 -1.114 0.347
C -2.755 1.734 -1.452 1.542 0.262 0.195
O -4.064 1.291 -1.499 -1.432 -0.318 -0.734
O -2.098 0.014 -3.140 -2.642 2.866 1.456
H -1.646 -0.055 -1.164 -0.115 -0.164 0.390
H -0.746 1.153 -1.938 0.168 0.239 -0.494
H -2.672 2.644 -2.047 0.163 0.389 -0.150
H -2.605 1.998 -0.405 0.692 -0.004 0.019
H -4.135 1.229 -2.455 -0.838 -0.772 -0.272
H -1.391 -0.552 -3.458 2.338 -1.329 -0.951
C 1.085 -2.562 3.858 -1.393 -3.222 -1.049
C 0.905 -3.273 2.470 0.764 3.379 0.359
O 2.227 -3.590 2.102 0.771 -1.928 -0.242
O 1.611 -3.713 4.627 -0.186 1.983 0.759
H 0.075 -2.345 4.206 0.194 0.174 0.530
H 1.702 -1.666 3.789 0.253 -0.232 0.206
H 0.509 -2.548 1.760 -0.376 -0.238 -0.224
H 0.248 -4.139 2.554 0.441 -0.059 -0.033
H 2.745 -2.904 1.675 -0.617 0.431 -0.129
H 2.434 -3.900 4.171 0.181 -0.226 -0.242
C -2.066 -2.852 -1.006 0.229 0.005 -2.165
O -0.877 -2.299 -0.531 -1.346 0.754 2.698
H -2.973 -2.524 -0.497 0.253 -0.480 0.941
H -2.312 -2.480 -2.000 0.426 0.070 -0.451
H -1.867 -3.917 -1.129 -0.897 -0.364 0.364
H -0.204 -2.206 -1.209 0.810 -0.454 -1.605
```
Forces are in eV/Å.

## Properties
Total charge: -3
Lowest unoccupied orbital energy (alpha / beta): 5.30 / 5.30 eV
2S+1: 7
E_tot: -103100.4127 eV
<S²>: 12.0213



Q: Which formula does entry 1 have?
A: C19H44B3ClN2O12S